No. 1
103
Properties=species:S:1:pos:R:3:forces:R:3:mulliken_charge:R:1 method="wB97M-V/def2-TZVPD" charge=-1 e_tot_ha=-3386.9990 mol_weight_g_mol=721.442
P -0.082 -0.397 0.408 -1.27 -2.77 -0.99 1.9330
F 0.616 0.781 -0.389 0.67 0.64 0.45 -0.1995
F 1.414 -1.022 0.878 -1.98 1.05 -0.29 -0.4491
F -0.326 0.531 1.714 0.86 -0.50 -0.30 -0.6905
F -0.850 -1.657 1.153 0.93 1.26 -0.36 -0.4236
F -1.538 0.112 -0.166 -0.21 0.52 0.39 -0.1073
F -0.054 -1.300 -0.991 0.55 0.00 1.26 -0.1336
O 3.606 -3.251 -0.041 -0.79 -0.52 0.17 -0.6703
H 4.508 -3.026 0.189 0.21 0.09 -0.02 0.4386
H 3.252 -2.453 -0.433 -0.15 0.25 -0.13 0.2369
O -4.494 -4.699 -1.267 -0.36 -0.23 0.11 -0.6502
H -4.100 -3.865 -1.009 0.22 0.31 0.00 0.2569
H -4.345 -4.753 -2.211 0.16 -0.03 -0.23 0.3103
O -4.892 3.436 -2.055 -0.34 0.01 0.03 -0.6872
H -5.190 4.323 -2.254 -0.09 0.13 -0.28 0.2805
H -4.359 3.533 -1.266 0.50 -0.09 0.55 0.2908
O -3.148 1.618 3.061 -0.14 0.09 -0.20 -0.5541
H -3.187 0.687 3.281 0.05 -0.36 -0.08 0.2616
H -3.091 2.062 3.907 0.04 0.27 0.18 0.2656
O -0.457 5.144 -1.290 -0.40 0.15 -0.19 -0.5882
H -0.187 4.554 -0.587 0.28 -0.31 0.39 0.3876
H 0.365 5.469 -1.659 0.22 0.03 -0.16 0.3028
O 6.287 0.222 2.268 0.17 0.37 -0.45 -0.6133
H 7.115 -0.243 2.147 0.20 -0.08 0.05 0.2561
H 5.705 -0.425 2.666 -0.31 -0.29 0.44 0.3491
O 3.516 0.109 -0.664 0.09 -0.37 -0.26 -0.3489
H 3.082 0.709 -0.057 -0.14 0.26 0.21 0.0485
H 4.437 0.369 -0.640 0.21 0.07 0.03 0.2076
O 3.580 2.992 0.269 -0.13 -0.38 -0.10 -0.5292
H 3.317 3.713 0.841 -0.19 0.23 0.19 0.2573
H 4.354 3.318 -0.189 0.34 0.11 -0.06 0.2709
O -1.170 0.107 6.821 -0.08 -0.02 0.21 -0.6131
H -0.346 0.452 6.479 0.25 0.09 -0.05 0.3160
H -1.768 0.127 6.073 -0.15 -0.09 -0.15 0.2982
O -0.141 -4.251 4.266 -0.21 -0.17 0.73 -0.6952
H 0.209 -3.960 3.424 0.30 -0.05 -0.85 0.4159
H -0.119 -3.469 4.818 -0.11 0.10 0.25 0.3050
O 6.116 -2.435 0.095 0.57 0.14 0.14 -0.5928
H 6.934 -2.924 0.185 0.16 -0.29 0.01 0.2720
H 6.390 -1.550 -0.145 -0.10 0.31 -0.05 0.2605
O -3.051 2.579 0.223 -0.14 0.71 -0.34 -0.4995
H -2.669 1.765 -0.106 0.26 -0.43 -0.27 0.2008
H -3.387 2.353 1.090 0.00 -0.13 0.60 0.2480
O -5.628 -0.026 -0.242 0.20 -0.14 0.10 -0.5850
H -5.803 0.872 -0.524 -0.15 0.39 -0.18 0.2575
H -6.041 -0.091 0.619 -0.19 -0.08 0.25 0.2740
O -3.412 -1.863 -0.320 -0.30 -0.50 -0.30 -0.4791
H -2.481 -1.644 -0.356 0.27 -0.13 0.13 0.2961
H -3.827 -1.087 0.056 -0.28 0.32 -0.10 0.2024
O -3.857 0.901 -2.439 0.33 -0.43 -0.02 -0.4422
H -4.274 1.761 -2.387 -0.15 0.57 -0.37 0.3414
H -4.116 0.461 -1.629 -0.05 -0.46 0.09 0.1540
O 0.636 -3.889 1.687 -0.17 -0.14 0.11 -0.8760
H 1.329 -4.436 1.317 0.44 -0.20 -0.11 0.2722
H 0.873 -2.997 1.434 0.17 0.35 -0.14 0.3915
O 2.726 2.145 -5.211 0.12 0.12 -0.94 -0.6288
H 2.025 2.102 -4.561 0.13 -0.10 0.22 0.3352
H 3.507 1.853 -4.741 -0.06 -0.08 0.24 0.2946
O 5.213 2.924 3.057 -0.07 0.63 0.13 -0.6266
H 5.852 2.245 3.273 0.14 -0.39 -0.04 0.3258
H 4.584 2.488 2.483 -0.13 -0.28 -0.17 0.3272
O -0.280 5.374 3.587 -0.02 0.26 0.46 -0.6191
H 0.447 5.143 3.009 0.08 -0.22 -0.23 0.3032
H -1.050 5.371 3.018 -0.10 -0.08 -0.19 0.3044
O 0.833 -1.907 -5.433 0.02 -0.62 -0.13 -0.6142
H 0.830 -0.993 -5.146 0.06 0.49 0.27 0.3122
H 0.803 -1.859 -6.388 -0.04 0.05 -0.21 0.2843
O -4.293 -3.405 1.879 -0.52 0.12 0.22 -0.6757
H -4.147 -3.065 0.996 0.43 0.14 -0.53 0.3706
H -4.834 -2.741 2.306 -0.16 0.03 0.20 0.2167
O -0.725 -4.505 -0.794 -0.08 -0.26 -0.24 -0.6458
H -1.174 -3.732 -1.138 -0.01 0.06 -0.34 0.2076
H -0.421 -4.240 0.074 0.04 0.07 0.49 0.4718
O -1.536 -0.541 -3.271 0.36 -0.38 -0.21 -0.2735
H -1.324 -0.505 -2.338 -0.05 0.03 0.29 -0.1231
H -2.427 -0.195 -3.328 -0.53 0.43 0.14 0.2588
O 2.203 2.610 -2.568 -0.10 0.66 -0.01 -0.6685
H 2.747 2.508 -1.787 0.05 -0.09 0.36 0.2938
H 1.444 2.048 -2.407 -0.17 -0.48 0.10 0.3365
O -0.151 3.337 1.236 0.48 0.71 -0.04 -0.5672
H -1.023 3.367 0.843 -0.70 -0.24 -0.03 0.2652
H 0.117 2.422 1.158 0.01 -0.26 -0.03 0.1066
O -1.400 3.320 -3.812 -0.12 -0.37 -0.30 -0.5972
H -0.558 3.745 -3.979 0.23 0.20 -0.02 0.2971
H -1.527 3.401 -2.867 -0.01 0.17 0.33 0.2990
O -1.258 -3.398 -3.973 -0.54 -0.75 0.17 -0.6959
H -1.570 -2.625 -3.502 0.03 0.45 -0.07 0.3233
H -0.525 -3.078 -4.499 0.46 0.37 -0.20 0.4082
O 4.510 -0.539 4.483 0.52 -0.12 0.04 -0.6386
H 4.084 -0.852 5.281 -0.03 -0.15 0.13 0.2759
H 3.796 -0.188 3.951 -0.64 0.30 -0.30 0.3493
O 2.177 0.553 2.984 0.54 0.28 0.38 -0.5219
H 1.893 0.283 2.111 0.04 -0.39 -0.12 0.2953
H 1.432 1.038 3.339 -0.14 0.15 0.12 0.2478
O 1.676 -0.417 -2.959 -0.07 0.38 -0.56 -0.5104
H 2.290 -0.498 -2.229 0.32 0.05 0.27 0.2249
H 0.812 -0.511 -2.557 -0.12 -0.27 -0.04 0.1448
O -0.706 0.775 -5.645 0.34 0.10 -0.70 -0.6623
H -1.257 0.006 -5.500 -0.06 -0.20 0.22 0.3174
H -0.678 1.214 -4.795 -0.25 0.15 0.33 0.3040
O -3.008 -4.843 3.671 -0.02 -0.39 0.64 -0.6645
H -3.330 -4.256 2.987 -0.24 0.07 -0.44 0.4122
H -2.057 -4.733 3.653 0.51 -0.03 0.27 0.3875

No. 2
30
Properties=species:S:1:pos:R:3:forces:R:3:mulliken_charge:R:1 method="wB97M-V/def2-TZVPD" e_above_lowest_ev=6.042 charge=0 mol_weight_g_mol=561.222
Li 9.090 9.362 -6.008 -0.28 0.68 0.13 1.2948
Li 7.526 8.785 -3.805 -0.21 -0.51 -0.30 0.8509
Li 10.197 8.244 -8.119 -0.06 -0.06 -0.82 0.8625
N 8.360 9.052 -7.917 -3.14 -3.59 5.86 -0.1781
S 6.891 8.240 -7.436 -3.16 -4.12 1.89 1.0969
O 5.653 8.266 -8.243 3.83 1.05 1.62 -0.5180
O 6.710 8.133 -5.999 0.71 2.18 -0.45 -0.5971
F 7.447 6.780 -7.622 0.46 -0.19 -1.02 -0.2473
S 7.752 9.643 -9.151 0.90 8.91 -7.42 0.8693
O 6.998 10.874 -9.142 -0.47 -2.24 1.32 -0.5373
O 7.628 8.779 -10.243 -0.64 -2.01 -0.82 -0.5454
F 9.185 10.331 -9.425 1.45 0.03 -0.57 -0.3607
N 8.394 10.440 -4.426 3.67 0.45 2.64 -0.2515
S 9.640 11.001 -3.407 2.20 -1.31 2.97 1.0274
O 9.290 11.579 -2.091 0.21 -1.71 -3.69 -0.5338
O 10.662 11.582 -4.207 -0.50 -0.44 0.48 -0.4624
F 10.095 9.439 -3.093 -0.32 1.41 -0.05 -0.2557
S 7.628 11.792 -4.517 -7.48 6.19 -5.08 0.8852
O 8.097 13.125 -5.060 0.45 -4.44 2.87 -0.5256
O 6.435 11.800 -3.693 2.09 0.04 0.71 -0.5763
F 6.936 11.279 -5.871 -0.08 -0.37 -0.91 -0.2771
N 10.681 8.238 -6.261 -0.39 -3.35 2.89 -0.3821
S 10.319 6.952 -5.089 -2.80 -2.38 -0.10 1.1106
O 8.920 7.188 -4.677 2.38 0.20 -0.84 -0.5821
O 11.279 6.431 -4.170 -0.90 1.69 -0.30 -0.4786
F 10.327 5.714 -6.096 -0.99 1.09 -0.16 -0.2395
S 12.242 8.180 -5.950 7.84 4.00 1.33 0.9212
O 13.055 7.145 -6.598 -2.76 1.93 0.56 -0.5504
O 12.651 8.645 -4.635 -1.38 -2.03 -0.84 -0.5305
F 12.570 9.629 -6.602 -0.62 -1.09 -1.91 -0.2894

No. 3
30
Properties=species:S:1:pos:R:3:forces:R:3:mulliken_charge:R:1 method="wB97M-V/def2-TZVPD" e_above_lowest_ev=7.947 charge=0 mol_weight_g_mol=561.222
Li -3.295 0.482 1.214 -0.10 1.36 0.27 0.8792
Li -2.495 -2.550 0.498 0.38 -0.89 -0.59 0.8798
Li -0.922 -0.122 0.194 2.39 0.85 -0.92 1.3424
N -1.530 1.400 1.300 0.44 2.86 -0.68 -0.4258
S -1.329 3.054 0.707 -1.02 2.93 -5.76 0.9620
O -0.168 3.860 0.978 -1.01 -1.99 1.20 -0.4593
O -2.585 3.757 0.553 0.68 -1.74 1.32 -0.6062
F -1.038 2.640 -0.819 -0.34 -0.55 1.09 -0.2108
S -0.696 1.736 2.644 0.94 -2.04 4.51 0.9967
O -1.379 2.729 3.434 0.71 -0.52 -1.10 -0.5706
O 0.715 1.586 2.599 -1.12 0.61 -0.48 -0.3907
F -1.156 0.354 3.359 -0.33 -0.29 -0.16 -0.3308
N 3.229 -0.839 -0.661 -2.78 3.17 1.98 -0.3774
S 2.261 0.585 -0.741 1.14 0.07 -4.54 1.0298
O 2.871 1.843 -0.433 -0.42 -1.11 0.49 -0.5615
O 0.823 0.498 -0.532 -0.01 -0.62 0.63 -0.5249
F 2.329 0.490 -2.328 -0.31 0.56 0.19 -0.2860
S 3.178 -0.849 0.941 2.80 -2.80 2.43 1.1448
O 1.880 -0.961 1.550 -0.28 0.55 -0.08 -0.5306
O 4.185 -0.064 1.597 -0.90 -0.06 -0.41 -0.6135
F 3.727 -2.341 1.126 0.00 0.08 -0.25 -0.3190
N -1.393 -1.752 -0.931 2.19 -2.31 0.49 -0.3024
S -0.030 -2.577 -1.552 6.22 -4.47 1.97 0.9297
O 0.948 -1.960 -2.390 -2.11 1.32 0.35 -0.4144
O -0.260 -3.953 -1.863 -1.70 0.71 0.49 -0.5299
F 0.738 -2.683 -0.155 -1.26 0.44 -0.34 -0.2163
S -1.802 -1.279 -2.352 -5.49 6.67 -4.39 0.8280
O -1.933 -2.153 -3.474 1.04 -0.08 1.48 -0.4856
O -1.493 0.128 -2.521 0.74 -2.06 0.08 -0.4507
F -3.378 -1.058 -1.939 -0.49 -0.66 0.71 -0.3862

No. 4
38
Properties=species:S:1:pos:R:3:forces:R:3:mulliken_charge:R:1 method="wB97M-V/def2-TZVPD" e_above_lowest_ev=3.812 charge=-2 mol_weight_g_mol=782.620
Na -20.500 -2.319 -20.988 -0.47 1.50 -0.18 1.4631
K -19.282 -4.842 -20.603 0.30 -0.41 0.20 0.9402
N -18.961 -3.110 -22.694 2.47 2.47 -0.62 -0.1720
S -17.908 -1.837 -23.062 1.55 5.19 1.82 0.9016
O -18.572 -0.669 -23.654 1.36 -3.03 1.00 -0.4897
O -16.536 -2.185 -23.492 -3.32 0.21 0.96 -0.5643
F -17.731 -1.346 -21.486 -0.18 -0.93 -1.48 -0.1956
S -18.724 -3.796 -24.086 -1.93 -5.67 -2.90 0.8777
O -17.638 -4.741 -24.168 0.57 1.50 0.02 -0.6112
O -19.172 -3.079 -25.246 0.88 -0.05 0.98 -0.5606
F -19.842 -4.914 -23.858 -1.03 0.09 0.13 -0.3060
N -18.967 -2.198 -18.921 3.36 -0.33 1.00 -0.0019
S -17.487 -2.422 -18.083 2.74 -2.23 -0.11 0.9156
O -17.760 -3.046 -16.808 0.55 1.07 -1.07 -0.5832
O -16.358 -1.522 -18.269 -2.40 -1.00 0.29 -0.5508
F -16.960 -3.686 -18.926 -0.62 -0.27 -0.72 -0.3149
S -19.379 -1.041 -17.951 -5.15 6.03 2.79 0.9642
O -18.584 0.191 -17.880 -0.53 -2.61 -0.76 -0.6030
O -19.969 -1.405 -16.669 0.75 -0.26 -1.92 -0.6109
F -20.695 -0.542 -18.815 1.11 -0.98 0.28 -0.2753
N -21.957 -4.052 -20.293 -0.82 -0.77 -2.89 -0.1575
S -23.067 -4.343 -21.519 0.18 0.57 -4.85 0.9221
O -23.875 -3.191 -21.838 0.43 -1.82 1.14 -0.4921
O -23.495 -5.716 -21.736 0.21 1.93 1.44 -0.5917
F -21.970 -4.225 -22.679 0.51 0.03 0.44 -0.1808
S -22.917 -4.257 -19.115 -2.02 -2.85 7.18 0.8219
O -23.144 -5.654 -18.662 0.82 2.54 -1.59 -0.6534
O -24.069 -3.416 -19.056 0.43 -0.06 -0.49 -0.5725
F -21.940 -3.719 -17.995 0.20 0.24 -0.15 -0.2261
N -22.438 2.233 -22.624 4.20 -1.46 4.05 -0.3990
S -21.291 1.225 -21.817 3.69 4.25 1.39 0.9929
O -21.340 -0.213 -21.881 -0.50 0.34 0.08 -0.2715
O -20.871 1.859 -20.567 -1.28 -1.24 -2.06 -0.6243
F -20.021 1.574 -22.806 -1.18 -0.45 0.83 -0.3055
S -23.154 1.109 -23.333 -6.14 -2.80 -3.95 1.0521
O -24.109 0.281 -22.560 2.61 0.78 -1.28 -0.5870
O -22.445 0.561 -24.501 -1.48 0.64 2.07 -0.6090
F -24.255 2.174 -23.890 0.11 -0.16 -1.08 -0.3418

No. 5
38
Properties=species:S:1:pos:R:3:forces:R:3:mulliken_charge:R:1 method="wB97M-V/def2-TZVPD" e_above_lowest_ev=0.000 charge=-2 mol_weight_g_mol=766.512
Na 2.705 16.294 4.521 -0.13 0.12 0.11 0.9941
Na 3.626 16.860 1.853 0.79 0.54 -1.29 1.7286
N 2.402 18.394 3.056 -3.21 -0.30 -0.45 -0.2557
S 0.825 18.306 2.485 -2.37 -3.17 -2.84 1.0896
O 0.423 19.134 1.385 0.97 -0.17 1.32 -0.5109
O -0.204 17.974 3.441 1.44 -0.06 -0.13 -0.6047
F 1.151 16.891 1.741 -0.06 0.06 0.52 -0.3110
S 2.192 19.871 3.547 4.95 6.44 4.16 0.8380
O 1.333 20.068 4.707 -0.04 -0.90 -1.84 -0.6537
O 2.347 20.906 2.573 -1.52 -1.01 -0.20 -0.5233
F 3.630 20.063 4.256 -0.42 -1.17 0.05 -0.2901
N 3.875 16.570 -0.439 -1.99 0.20 -2.90 -0.0962
S 3.056 16.968 -1.808 -6.11 4.08 -1.24 0.8056
O 2.137 16.021 -2.408 1.47 -0.30 1.03 -0.6221
O 3.579 17.941 -2.732 1.17 -1.17 0.67 -0.5818
F 1.993 17.939 -1.075 0.20 -0.37 0.82 -0.2867
S 4.938 15.786 -1.277 6.55 -3.69 1.61 0.8126
O 5.923 16.643 -1.872 -0.92 -0.77 -0.41 -0.5462
O 4.577 14.528 -1.904 -0.27 1.72 0.18 -0.6202
F 5.728 15.249 0.023 -0.21 0.12 -0.02 -0.2212
N 4.559 15.364 3.354 3.21 -0.94 0.59 -0.3622
S 6.244 15.041 3.591 3.51 2.32 1.09 0.8552
O 6.884 14.121 2.678 -1.88 0.71 1.10 -0.5048
O 6.616 15.024 4.990 -1.36 -0.70 -1.16 -0.6004
F 6.797 16.442 3.181 -0.82 -0.21 -0.41 -0.0963
S 4.149 13.882 3.050 -4.05 -4.19 -2.21 1.0799
O 4.270 12.889 4.081 0.90 1.04 0.15 -0.6194
O 4.188 13.414 1.696 0.80 0.84 0.89 -0.4908
F 2.534 14.180 3.150 -0.41 0.97 0.52 -0.3830
N 7.448 20.381 1.027 -0.56 1.40 4.36 -0.4872
S 7.116 20.556 2.662 -0.94 3.95 0.70 1.0535
O 7.505 19.498 3.548 0.10 0.11 -0.64 -0.5429
O 5.859 21.249 2.916 1.59 -1.30 -0.54 -0.5401
F 8.163 21.764 2.987 -0.05 -0.90 -0.48 -0.3173
S 6.888 18.958 0.868 -0.03 -5.04 -5.57 0.9443
O 5.585 18.548 1.348 0.39 0.65 1.17 -0.1480
O 7.908 17.937 0.776 -0.57 0.63 1.24 -0.6487
F 6.550 19.111 -0.686 -0.09 0.47 0.02 -0.3364

No. 6
39
Properties=species:S:1:pos:R:3:forces:R:3:mulliken_charge:R:1 method="wB97M-V/def2-TZVPD" e_above_lowest_ev=2.559 charge=-1 mol_weight_g_mol=789.502
Na -1.559 -1.472 -2.873 0.21 0.55 -0.75 0.9219
Na -0.519 -0.299 -0.336 1.51 1.49 0.88 1.4647
Na -2.395 -2.309 0.176 -0.64 -0.16 1.04 0.8953
N -2.767 0.157 -0.787 -2.21 0.89 1.13 -0.2058
S -3.180 1.434 0.285 3.95 1.68 1.22 0.9814
O -4.040 1.133 1.365 -0.54 -0.73 -0.40 -0.5524
O -3.227 2.667 -0.382 -0.79 0.49 -0.76 -0.5345
F -1.724 1.461 0.882 0.05 -0.38 0.31 -0.0899
S -4.274 -0.101 -1.235 -0.56 -2.09 -2.32 0.9267
O -5.007 0.971 -1.773 -0.24 0.72 0.26 -0.5375
O -4.943 -1.101 -0.474 0.24 -0.55 0.28 -0.5802
F -3.853 -0.913 -2.607 0.44 -0.65 -0.16 -0.3795
N -0.311 -1.870 1.358 -0.41 -0.06 2.83 -0.3890
S -1.091 -1.679 2.862 -2.54 0.98 -1.70 0.8495
O -0.650 -0.773 3.826 1.25 0.50 0.40 -0.4549
O -1.836 -2.826 3.257 0.57 -0.90 -0.13 -0.5944
F -2.268 -0.852 2.105 -0.27 0.17 -0.30 -0.2163
S 0.779 -2.978 1.782 1.82 -1.25 -1.91 0.9386
O 0.308 -4.279 1.465 -0.47 -0.64 -0.19 -0.6540
O 1.426 -2.761 3.015 -0.19 0.43 0.64 -0.5490
F 1.837 -2.697 0.663 -0.13 0.29 -0.01 -0.1728
N 2.943 2.670 2.375 0.40 -0.93 -1.45 -0.4637
S 3.878 3.032 1.096 -0.03 1.92 1.55 1.1066
O 3.299 4.052 0.295 -0.20 0.28 -0.28 -0.6004
O 4.599 2.001 0.462 0.27 -1.14 -0.31 -0.5292
F 4.973 3.787 1.971 0.10 0.13 -0.14 -0.2972
S 2.157 1.352 2.016 -0.91 -0.40 1.12 0.9892
O 2.891 0.130 2.028 0.09 -0.13 -0.23 -0.5735
O 1.160 1.523 0.988 -0.23 -0.37 -0.53 -0.3101
F 1.273 1.252 3.331 0.20 0.33 -0.01 -0.2752
N 0.554 -0.352 -2.419 1.16 -1.98 -2.14 -0.4236
S 1.096 1.108 -2.777 -0.31 3.78 0.60 1.0184
O 0.795 1.611 -4.070 -0.59 -0.51 -0.33 -0.5985
O 2.377 1.382 -2.253 0.40 -0.52 0.18 -0.5253
F 0.071 1.871 -1.834 -0.22 -0.34 0.17 -0.2064
S 1.717 -1.270 -3.287 -0.74 0.00 1.19 0.9432
O 2.818 -1.577 -2.479 0.40 -0.65 0.54 -0.4682
O 1.900 -0.907 -4.636 -0.28 0.26 -0.58 -0.5488
F 0.794 -2.576 -3.379 -0.55 -0.49 0.29 -0.3052